{
  "formula": "C31H33FeN2S",
  "method": "ωB97M-V/def2-TZVPD",
  "species": ["C", "H", "H", "C", "C", "C", "H", "H", "C", "H", "H", "C", "H", "H", "N", "C", "Fe", "H", "C", "H", "S", "C", "H", "H", "C", "C", "C", "C", "H", "N", "H", "H", "C", "C", "H", "H", "C", "C", "C", "C", "H", "H", "C", "H", "H", "H", "C", "C", "C", "C", "H", "H", "H", "C", "H", "H", "C", "C", "C", "H", "H", "C", "H", "C", "C", "H", "H", "H"],
  "positions_angstrom": [[2.11465, -0.53617, -3.36067], [4.76932, -0.25527, -2.78629], [0.19789, 3.05144, 3.57943], [-0.03933, -4.38514, 4.79714], [2.79755, -3.28949, -0.87846], [0.82516, -2.71561, 3.29106], [-3.06116, 2.88285, -0.32402], [-2.07573, 1.63742, 2.95143], [-1.74788, 4.20862, 0.97425], [1.06714, -4.46873, -0.41309], [-0.09463, -2.22365, 5.16471], [2.47596, 2.04263, -1.57677], [1.52880, 2.16073, -2.11829], [0.14711, 5.39271, 1.38898], [1.55487, -3.19758, 1.17086], [1.08123, -3.72384, 2.38148], [-0.49682, 2.66996, 0.86202], [5.04404, -1.77166, -1.89160], [4.74854, 2.72193, -1.20498], [2.45722, -3.13152, -3.90542], [1.34809, -1.16369, 2.64899], [4.75024, 2.06567, 0.03152], [3.78212, -3.03673, -0.46736], [1.69991, 0.27392, -2.77069], [0.05368, 2.36934, 2.73598], [1.58691, -1.84675, 1.09168], [1.38642, 0.21771, -0.20272], [-0.38010, 4.65487, 0.78773], [2.96142, -3.93459, -1.74653], [1.82713, -1.15204, -0.06399], [3.78919, -2.11757, -4.45968], [3.59764, 3.18900, -3.00542], [2.13262, -2.03316, -1.35151], [0.12766, 4.04942, -0.42520], [4.24866, -0.41280, -1.10414], [1.27862, -1.12017, -3.77137], [-0.92706, 3.23275, -0.99635], [0.19803, -3.02746, 4.49880], [-2.08531, 3.32443, -0.12571], [0.57331, 0.95467, 0.91610], [5.59285, 2.15913, 0.71582], [5.63780, 3.26201, -1.53093], [2.57037, 1.16398, -0.49190], [2.55355, -4.89428, 0.49428], [4.09191, -3.29995, -3.21525], [2.12697, 2.30729, 1.88223], [0.81314, -5.06809, 2.62508], [1.96147, -4.06674, 0.08745], [1.09158, 1.97915, 1.81219], [-0.81467, 0.74189, 1.30072], [3.66717, 0.66640, 1.31532], [1.14265, -2.28994, -1.78887], [1.08675, 4.25802, -0.88983], [0.29211, -5.39602, 3.88704], [-1.44405, -0.05161, 0.89970], [0.71311, 0.21422, -1.07867], [-1.13334, 1.61572, 2.40659], [4.33281, -0.94506, -2.05116], [3.61917, 2.70190, -2.02441], [1.01484, -5.82168, 1.86328], [-0.48240, -4.65267, 5.75710], [2.99495, -1.47918, -2.55242], [-2.43496, 4.55587, 1.74370], [3.34423, -2.58161, -3.56937], [3.67362, 1.24687, 0.38220], [2.68424, -0.10037, -4.18853], [-0.89978, 2.74251, -1.96721], [0.15533, -6.44533, 4.14734]],
  "forces_ev_per_angstrom": [[-0.017, 0.419, -0.105], [-0.015, -0.151, 0.134], [-0.211, -0.211, -0.526], [0.131, -0.282, -0.071], [0.258, -0.474, -0.201], [-0.362, 0.197, 0.894], [0.375, 0.027, 0.184], [0.261, 0.056, -0.275], [-0.642, 1.414, -1.061], [0.094, -0.110, -0.048], [0.047, -0.165, 0.101], [0.426, -0.443, -0.095], [0.446, -0.291, 0.198], [-0.128, -0.378, -0.035], [0.177, -2.817, 0.591], [0.320, 0.009, -1.981], [0.342, -0.676, -0.689], [-0.198, 0.234, -0.133], [0.230, 0.046, -0.131], [0.050, 0.005, 0.062], [-0.155, 0.502, 1.243], [-0.357, -0.218, -0.008], [-0.167, -0.112, 0.149], [0.042, -0.169, -0.210], [0.919, -1.316, 1.281], [-0.547, 0.808, 0.250], [-0.865, 2.228, -0.003], [-0.717, 1.433, -1.078], [0.006, 0.072, 0.275], [1.634, -1.103, -2.095], [-0.164, 0.078, 0.184], [0.111, 0.084, 0.509], [-0.766, 0.784, 0.932], [-0.578, 1.433, -0.884], [0.006, -0.083, -0.264], [0.156, 0.182, -0.010], [-0.555, 1.210, -0.857], [0.305, -0.028, -0.574], [-0.559, 1.532, -1.047], [0.804, -1.744, 0.566], [-0.095, -0.004, -0.240], [-0.176, -0.090, 0.107], [-0.669, 0.359, 0.330], [-0.216, -0.072, 0.009], [-0.180, 0.126, 0.028], [-0.514, 0.095, -0.183], [0.017, -0.098, 0.273], [-0.164, 0.229, 0.717], [0.893, -1.202, 1.402], [0.361, -1.233, 0.727], [0.080, 0.175, -0.506], [0.197, 0.051, 0.185], [-0.178, -0.138, 0.243], [0.007, 0.417, 0.157], [0.050, 0.407, -0.001], [0.152, 0.238, 0.116], [0.412, -1.607, 1.161], [0.364, 0.397, 0.027], [-0.134, 0.172, 0.355], [-0.091, 0.155, 0.301], [0.111, 0.074, -0.236], [-0.308, -0.012, 0.478], [0.273, -0.253, -0.125], [0.046, -0.435, -0.185], [-0.176, 0.007, -0.636], [-0.105, 0.006, 0.030], [0.037, -0.014, 0.319], [-0.133, 0.266, -0.023]],
  "s_squared": 6.102,
  "total_energy_ev": -80879.402,
  "gap_ev": [3.670, 5.482],
  "spin_multiplicity": 5,
  "e_above_lowest_kcal_mol": 0.0,
  "charge": -1,
  "homo_ev": [-1.16, -3.02]
}

***

{
  "formula": "C31H33N6Rh",
  "method": "ωB97M-V/def2-TZVPD",
  "species": ["H", "H", "C", "C", "C", "H", "C", "C", "C", "N", "C", "H", "C", "N", "N", "C", "H", "C", "C", "C", "H", "H", "N", "H", "H", "H", "H", "C", "H", "C", "C", "H", "H", "H", "C", "H", "H", "H", "H", "C", "C", "H", "H", "C", "C", "C", "C", "C", "C", "H", "H", "C", "H", "C", "H", "N", "C", "C", "C", "N", "H", "H", "C", "H", "H", "H", "H", "H", "H", "Rh", "C"],
  "positions_angstrom": [[-4.23180, 0.38220, 0.48660], [-2.98550, 5.08600, 0.15900], [-1.85590, -2.64280, -1.47950], [-3.08530, 5.20610, -1.99450], [-3.17850, 3.09890, -3.17120], [-3.23670, 2.54010, -4.09790], [0.35860, 4.58020, 0.03540], [-0.16560, -4.61440, 0.98320], [1.50850, -1.35560, 0.30610], [0.73320, 4.20870, -1.32040], [2.14510, 4.48880, -1.48710], [3.32690, 1.78070, 0.01250], [2.71230, 2.33450, -0.69900], [-2.25670, 1.06580, 0.34690], [-1.75930, -1.38710, -1.00010], [-3.06420, 2.43340, -1.95860], [3.00970, -5.70090, 0.55900], [2.54610, 4.14060, 0.81610], [3.42510, -0.77240, -1.16380], [5.50340, 0.05950, -0.25780], [-3.24420, 5.04250, -4.12000], [2.45140, 4.19730, -2.49650], [2.97860, 3.76900, -0.52710], [-0.54650, 2.55050, -1.33440], [-1.02860, -3.11150, -1.99290], [5.56200, 0.26490, 1.87300], [-4.81910, -2.26290, -0.11200], [-2.95170, -1.10630, -0.38180], [2.83080, -1.07980, -2.01500], [0.92060, 2.43300, 0.84250], [1.32310, -2.71680, 0.58140], [-0.77580, -2.56730, 1.01590], [3.23580, -0.49220, 2.20850], [-0.13750, 2.20440, 0.98060], [0.89280, -5.51500, 0.85220], [0.82210, 2.47060, -2.48170], [-3.03260, 1.35320, -1.95240], [-1.16460, -4.99290, 1.16260], [3.13800, 3.56980, 1.53940], [-3.81520, -2.20390, -0.50470], [2.84700, -0.84990, 0.12020], [-3.75900, 2.33590, 1.09730], [2.73130, 5.21240, 0.96290], [-3.19540, 0.15110, 0.19530], [0.04170, -3.26510, 0.88750], [-3.10750, -3.17930, -1.20830], [-2.78440, 2.38400, 0.55440], [-3.02180, 4.53850, -0.77780], [-3.17510, 4.51110, -3.17910], [5.14350, -0.28760, -2.34200], [-3.07320, 6.29360, -2.01130], [3.65300, -0.44930, 1.20810], [0.73400, -6.58490, 0.93860], [4.72390, -0.33450, -1.34310], [3.01160, 2.05390, -1.71240], [1.13700, 3.86910, 1.04540], [2.39410, -3.66160, 0.51550], [-2.99280, 3.11630, -0.75910], [4.95420, -0.01280, 1.01760], [1.30580, 2.00880, -0.50190], [-3.46550, -4.16020, -1.49070], [0.51650, 5.65810, 0.16400], [0.51780, 2.76610, -1.47120], [6.52080, 0.41000, -0.40900], [2.31820, 5.56490, -1.35470], [3.39620, -3.29350, 0.32840], [-2.11160, 2.97650, 1.19290], [-0.69740, 4.35020, 0.16710], [1.51940, 1.88480, 1.57670], [-0.12730, -0.21710, -0.26510], [2.17380, -5.00900, 0.63910]],
  "forces_ev_per_angstrom": [[0.157, 0.030, -0.116], [0.059, 0.017, -0.004], [0.039, 0.161, -0.226], [-0.116, 0.296, -0.332], [-0.127, 0.154, -0.142], [0.000, -0.003, 0.019], [-0.277, 0.237, 0.054], [-0.039, -0.339, 0.180], [-1.140, 0.571, -0.585], [-0.025, 0.098, -0.246], [0.150, 0.190, -0.132], [-0.095, 0.018, -0.070], [0.379, -0.035, -0.097], [-0.546, -1.036, -0.280], [-0.044, -0.204, -0.007], [-0.191, -0.306, -0.021], [-0.004, 0.049, -0.001], [0.169, 0.167, 0.150], [-0.003, -0.042, 0.239], [0.034, -0.046, -0.077], [0.051, 0.094, -0.062], [0.001, 0.050, 0.009], [0.207, -0.056, -0.064], [0.138, -0.016, -0.023], [0.048, 0.051, 0.035], [-0.053, 0.051, 0.025], [-0.070, -0.013, -0.009], [0.028, -1.117, -0.427], [-0.080, 0.002, -0.004], [-0.145, 0.057, 0.313], [0.268, -0.773, 0.266], [-0.086, -0.100, -0.039], [-0.021, -0.058, -0.030], [0.097, -0.052, 0.080], [0.071, -0.178, 0.027], [-0.073, -0.012, 0.081], [0.090, -0.077, 0.001], [-0.074, 0.058, 0.024], [-0.002, 0.068, -0.009], [-0.114, 0.340, 0.205], [0.651, -0.042, 0.153], [0.129, 0.074, 0.052], [0.009, -0.074, 0.003], [0.427, 1.615, 0.544], [0.131, 0.459, 0.019], [-0.170, -0.493, -0.153], [-0.287, 0.322, -0.067], [-0.182, -0.365, 0.513], [0.064, 0.086, -0.224], [-0.017, -0.010, -0.044], [-0.006, -0.021, -0.002], [-0.078, -0.086, -0.225], [-0.037, 0.038, -0.024], [0.154, 0.103, 0.046], [-0.051, -0.050, 0.069], [0.028, -0.048, 0.230], [-0.003, 0.396, -0.010], [0.380, 0.093, 0.423], [0.144, 0.055, 0.015], [-0.057, -0.272, -0.073], [0.054, -0.011, 0.003], [-0.061, -0.051, -0.012], [-0.222, 0.216, -0.245], [-0.105, -0.033, 0.042], [-0.042, -0.067, -0.068], [0.021, -0.038, -0.012], [-0.083, -0.074, -0.085], [-0.005, 0.099, 0.036], [-0.088, -0.074, -0.079], [0.565, 0.460, 0.466], [0.078, -0.500, 0.005]],
  "s_squared": 6.049,
  "total_energy_ev": -44626.347,
  "gap_ev": [2.035, 5.852],
  "spin_multiplicity": 5,
  "e_above_lowest_kcal_mol": 2.5,
  "charge": -2,
  "homo_ev": [2.59, -1.29]
}